Here is a molecular structure, C23H34NO2P2SeYb from the Open Molecules 2025 dataset. Energies are from ωB97M-V/def2-TZVPD.

Structure (ORCA input):
```
! RIJCOSX wB97M-V def2-TZVPD def2/J DEFGRID3
* xyz 0 2
C -2.38081 -2.40246 -2.34956
C -1.16650 -1.91173 -1.78690
N -1.22835 -1.12930 -0.63929
C -2.36779 -1.11409 0.07183
C -3.54440 -1.72333 -0.37096
C -3.55483 -2.33704 -1.62533
C 0.09202 -2.21675 -2.37308
P 1.62362 -2.22981 -1.47670
Yb 0.73905 0.41248 -0.50873
P -1.75182 1.31509 1.32466
C -2.35541 -0.37314 1.41503
C 1.71454 1.98916 0.70632
C 2.88327 1.25269 0.47308
C 3.55533 1.39378 -0.75328
C 3.07019 2.28491 -1.71433
C 1.93535 3.05930 -1.45650
C 1.27986 2.94906 -0.22112
O -2.44187 -1.23031 -7.90088
O 1.21768 0.44249 -3.61563
H -2.32238 -2.87586 -3.32849
H -4.42928 -1.65288 0.25759
H -4.47579 -2.76642 -2.01412
C 1.61126 -3.84083 -0.58976
C 2.81557 -2.53115 -2.83646
H -3.37892 -0.31857 1.81552
H -1.72251 -0.92307 2.13478
H -1.57391 -1.22343 -8.26091
H 0.07773 -2.53105 -3.42122
C -2.23212 2.25040 2.75377
C -2.20032 2.12385 -0.20561
H 3.26336 0.56529 1.23468
H 4.47289 0.82697 -0.93838
H 3.61778 2.41620 -2.64954
H 1.58200 3.79233 -2.18670
H 0.45952 3.62128 0.04380
H 0.84553 1.42600 1.27291
H 1.79889 1.08086 -4.06906
H 0.44353 0.38384 -4.14929
H -2.65926 -0.29159 -7.77381
H -0.28732 1.19105 1.46843
H 2.30908 -4.53068 -1.08487
H 1.92327 -3.66029 0.44900
H 0.59419 -4.25615 -0.60117
H 2.75895 -3.58408 -3.14528
H 2.58849 -1.85766 -3.67415
H 3.82366 -2.31052 -2.45592
H -3.08974 2.74161 -0.00241
H -1.39912 2.78567 -0.57395
H -2.44995 1.40269 -0.99729
H -3.23262 1.94212 3.08646
H -1.51139 2.08253 3.56310
H -2.24728 3.31787 2.49760
Se 1.08224 -1.24190 2.16236
C 0.84188 -0.22296 3.70229
C 1.65865 0.89497 3.99104
C 1.34805 1.73708 5.05370
C 0.26190 1.45190 5.89523
C -0.49814 0.29228 5.67203
C -0.19454 -0.55083 4.61259
H 2.52343 1.09086 3.35679
H 1.95841 2.62372 5.23471
H 0.02060 2.11847 6.72474
H -1.32921 0.04181 6.33280
H -0.76621 -1.46271 4.44383
*
```

Summary:
HOMO energy (alpha / beta) = -3.99 / -5.99 eV
expectation value of S² = 0.7618
energy relative to the best compared isomer or geometry (same formula, charge and spin) = 0.00 kJ/mol
HOMO-LUMO gap (alpha / beta) = 3.8962 / 5.8331 eV
LUMO level (alpha / beta) = -0.10 / -0.16 eV

Mulliken atomic charge list, values in e, 5 entries: atom 1 (C): -0.978, atom 2 (C): 1.195, atom 3 (N): 0.357, atom 4 (C): 0.332, atom 5 (C): -0.912

Here is a single C5H6O molecule from the Open Molecules 2025 dataset. Energies are from ωB97M-V/def2-TZVPD.

Structure (ORCA input):
```
! RIJCOSX wB97M-V def2-TZVPD def2/J DEFGRID3
* xyz 0 1
C 0.85980 -0.36936 -1.19202
C 0.53361 0.69281 -0.14161
C -0.86417 0.49886 0.41677
C -1.87297 1.27815 0.13346
C -1.08595 -0.57969 1.42509
O -2.07199 -1.26745 1.47465
H 0.71427 -1.37863 -0.79282
H 0.20710 -0.26027 -2.06249
H 1.89872 -0.29160 -1.53165
H 0.66175 1.69272 -0.56672
H 1.24344 0.62970 0.69304
H -0.22362 -0.64524 2.14428
*
```

Summary:
HOMO energy = -10.36 eV
energy relative to the best compared isomer or geometry (same formula, charge and spin) = 374.12 kJ/mol
HOMO-LUMO gap = 9.6162 eV
LUMO level = -0.74 eV

Mulliken atomic charge list, values in e, 5 entries: atom 1 (C): -1.049, atom 2 (C): -0.550, atom 3 (C): 0.400, atom 4 (C): -0.201, atom 5 (C): -0.069

Here is a molecular structure, C25H29N4S4Ti from the Open Molecules 2025 dataset. Energies are from ωB97M-V/def2-TZVPD.

Structure (ORCA input):
```
! RIJCOSX wB97M-V def2-TZVPD def2/J DEFGRID3
* xyz 1 1
Ti -0.27758 -0.00926 -0.24723
C 2.77223 -0.70470 1.47805
C 3.08712 0.46513 0.55665
S 1.67285 1.60068 0.40091
C 2.21531 2.63577 -0.99367
C 1.06127 2.93019 -1.93960
S 0.28178 1.49296 -2.70840
C 1.56707 0.83142 -3.79915
C 2.47530 -0.21355 -3.16893
S 1.46677 -1.41168 -2.25580
C 2.77530 -2.37598 -1.45950
C 2.24940 -2.97757 -0.16738
S 1.43979 -1.83364 0.97777
H 2.46259 -0.34143 2.45896
H 3.67118 -1.30503 1.62860
H 3.35982 0.12420 -0.43873
H 3.92541 1.02569 0.97284
H 3.03472 2.13462 -1.50726
H 2.60076 3.56892 -0.58286
H 1.38871 3.61463 -2.72322
H 0.24308 3.41965 -1.40560
H 2.15389 1.65631 -4.20507
H 1.01562 0.38890 -4.62943
H 3.19616 0.23790 -2.48737
H 3.02980 -0.73823 -3.94770
H 3.63444 -1.73177 -1.27115
H 3.10104 -3.17430 -2.12653
H 3.04836 -3.48957 0.36930
H 1.47800 -3.72224 -0.37530
C -1.22657 -2.62813 4.64582
C -2.05215 -2.63050 3.53153
C -1.90211 -1.66373 2.54764
C -0.91385 -0.69318 2.66983
C -0.08944 -0.68880 3.79279
C -0.24877 -1.65205 4.77771
N -0.73372 0.25473 1.62258
C -1.33996 1.51922 1.77531
C -1.45252 2.24323 2.96056
C -2.04341 3.49616 2.93897
C -2.51914 4.04906 1.75297
C -2.42117 3.34700 0.56357
C -1.84006 2.08653 0.58756
N -1.65066 1.23170 -0.50424
N -2.52069 1.19094 -1.53109
C -2.45945 -0.02583 -2.06551
C -3.27846 -0.38328 -3.17274
C -3.32873 -1.67887 -3.57609
C -2.55210 -2.66166 -2.90670
C -1.72547 -2.26214 -1.90796
N -1.62812 -0.96894 -1.49231
H -1.34865 -3.37999 5.41361
H -2.82325 -3.38270 3.42938
H -2.55191 -1.64778 1.67970
H 0.66905 0.07931 3.89359
H 0.39185 -1.64080 5.64985
H -1.10001 1.82019 3.89059
H -2.13670 4.05079 3.86314
H -2.98047 5.02711 1.76043
H -2.81308 3.73738 -0.36585
H -3.86689 0.39392 -3.63806
H -3.96568 -1.96612 -4.40183
H -2.59556 -3.70176 -3.19261
H -1.08230 -2.96905 -1.39532
*
```

Summary:
HOMO energy (alpha / beta) = -9.56 / -9.56 eV
energy relative to the best compared isomer or geometry (same formula, charge and spin) = 3.41 kJ/mol
HOMO-LUMO gap (alpha / beta) = 6.3612 / 6.3523 eV
LUMO level (alpha / beta) = -3.19 / -3.21 eV

Mulliken atomic charge list, values in e, 5 entries: atom 1 (Ti): -0.463, atom 2 (C): -0.928, atom 3 (C): -0.325, atom 4 (S): 0.195, atom 5 (C): -0.800

Here is 11 unconnected molecules or ions with the total composition C25H68B2BrN2O11 from the Open Molecules 2025 dataset. Energies are from ωB97M-V/def2-TZVPD.

Structure (ORCA input):
```
! RIJCOSX wB97M-V def2-TZVPD def2/J DEFGRID3
* xyz -1 1
N 1.68916 -1.01172 3.03469
B 1.45461 0.45043 3.17904
O 2.39007 1.32276 2.52688
B 0.22665 1.18020 4.05792
Br 0.11568 3.21062 3.68940
C -1.24996 0.50815 3.76782
C -1.62227 0.38127 2.38843
C -2.88258 -0.19289 2.03151
C -3.67419 -0.54835 3.18230
C -3.16595 -0.31967 4.47556
N -1.96842 0.17860 4.87903
H 1.19372 -1.41521 2.24361
H 1.52581 -1.53132 3.89278
H 2.40276 1.14357 1.56824
H 0.52373 1.08586 5.22241
H -0.93402 0.72732 1.59683
H -3.20076 -0.32025 0.98423
H -4.68140 -0.98022 3.05056
H -3.85105 -0.58902 5.31494
C 4.70108 0.54063 7.27503
C 3.50026 -0.37989 7.15677
O 2.97393 -0.34383 5.83968
H 4.42293 1.56547 7.02340
H 5.10887 0.52436 8.28873
H 5.48659 0.24211 6.57631
H 2.70967 -0.06630 7.83920
H 3.77750 -1.41315 7.39893
H 3.66962 -0.63026 5.23535
C -0.29201 -2.37679 -1.09719
C -0.56946 -3.40441 -0.01531
O -0.26559 -2.86740 1.26577
H 0.75547 -2.06811 -1.07071
H -0.51627 -2.77989 -2.08778
H -0.89473 -1.47851 -0.93964
H 0.04980 -4.29127 -0.16354
H -1.61934 -3.70938 -0.03081
H -0.82308 -2.08662 1.39767
C 3.10265 0.17464 -2.32622
C 2.26212 1.21902 -1.61506
O 2.78545 1.48313 -0.31528
H 3.12670 -0.75339 -1.75108
H 2.70372 -0.03700 -3.32051
H 4.13732 0.51467 -2.42836
H 1.23742 0.86864 -1.49593
H 2.24321 2.15327 -2.17924
H 3.68853 1.80339 -0.41993
C 9.16098 -0.51633 4.32053
C 8.32042 0.53357 5.02247
O 8.82094 0.77137 6.33600
H 9.15701 -1.44956 4.88683
H 8.78262 -0.71247 3.31544
H 10.20265 -0.19124 4.24593
H 7.28849 0.19774 5.11493
H 8.32769 1.47603 4.46604
H 9.73046 1.07753 6.24983
C -0.01276 7.11082 2.19065
C -1.48961 6.85950 1.94809
O -1.73285 5.46803 1.79683
H 0.58116 6.72473 1.36041
H 0.18963 8.17946 2.30276
H 0.32342 6.59314 3.09186
H -1.81845 7.35967 1.03434
H -2.09221 7.23476 2.78367
H -1.44629 5.03371 2.61631
C -4.68220 6.49541 -0.38792
C -5.54017 5.24595 -0.35788
O -4.72740 4.08270 -0.44360
H -4.09108 6.53221 -1.30545
H -5.29848 7.39621 -0.32928
H -3.97740 6.49675 0.44676
H -6.22962 5.23293 -1.20344
H -6.12619 5.20005 0.56675
H -4.12309 4.08975 0.31075
C -2.38789 -7.25409 -2.95001
C -1.79105 -6.20536 -2.03286
O -2.67352 -5.09343 -1.92074
H -2.57463 -6.83305 -3.94044
H -1.71966 -8.11132 -3.05230
H -3.34979 -7.60317 -2.56415
H -0.84330 -5.84217 -2.43045
H -1.61161 -6.61677 -1.03466
H -3.50641 -5.41915 -1.55986
C 0.66362 6.19267 -1.69573
C -0.19395 4.94166 -1.64455
O 0.61621 3.77452 -1.75588
H 1.22866 6.23147 -2.63006
H 0.04860 7.09228 -1.61816
H 1.39187 6.19483 -0.88063
H -0.90523 4.93193 -2.47147
H -0.75481 4.89321 -0.70568
H 1.23704 3.78264 -1.01556
C -5.54452 -4.59321 -5.49731
C -4.18772 -5.06496 -5.98445
O -3.15581 -4.28276 -5.39371
H -5.69479 -3.54159 -5.74679
H -6.34816 -5.18053 -5.94683
H -5.61466 -4.67754 -4.40985
H -4.11390 -4.96000 -7.06766
H -4.02396 -6.11782 -5.72836
H -3.22339 -4.38831 -4.43461
C -1.66095 -5.41598 -9.39037
C -0.47924 -4.83402 -8.63668
O -0.83032 -3.59711 -8.03147
H -2.00281 -4.72089 -10.15964
H -1.39537 -6.36359 -9.86448
H -2.50315 -5.58625 -8.71508
H 0.35174 -4.64592 -9.31737
H -0.13880 -5.52439 -7.85721
H -1.55990 -3.76745 -7.42088
*
```

Summary:
HOMO energy = -4.00 eV
HOMO-LUMO gap = 5.8655 eV
LUMO level = 1.87 eV

Mulliken atomic charge list, values in e, 5 entries: atom 1 (N): -0.462, atom 2 (B): -0.235, atom 3 (O): -0.715, atom 4 (B): 1.048, atom 5 (Br): -0.365

Here is a molecular structure, C39H44Ge2N7O5SSn from the Open Molecules 2025 dataset. Energies are from ωB97M-V/def2-TZVPD.

Structure (ORCA input):
```
! RIJCOSX wB97M-V def2-TZVPD def2/J DEFGRID3
* xyz -1 1
Sn -1.57861 -0.68824 0.40711
C 2.28557 -3.93260 3.33995
C 1.45855 -4.38774 2.31979
C 0.25493 -3.74666 2.04665
C -0.14122 -2.62885 2.78618
C 0.69238 -2.18051 3.81610
C 1.89210 -2.82686 4.08904
N -1.30924 -1.91431 2.45546
C -2.49774 -2.23135 2.95067
C -2.77791 -3.39100 3.74966
C -4.03947 -3.63116 4.20684
C -5.12852 -2.76079 3.91423
C -4.90736 -1.63921 3.17392
C -3.60950 -1.35046 2.69365
N -3.25824 -0.23211 2.00393
N -4.06856 0.72867 1.85330
C -3.48880 1.76601 1.12275
C -4.18130 2.97570 1.02162
C -3.60890 4.01831 0.33262
C -2.36162 3.84674 -0.27058
C -1.75059 2.62153 -0.14657
N -2.29471 1.60538 0.54083
H 3.22587 -4.42983 3.54983
H 1.75170 -5.25247 1.73213
H -0.39863 -4.09050 1.25255
H 0.38612 -1.31018 4.38850
H 2.53005 -2.45682 4.88531
H -1.96491 -4.06946 3.97682
H -4.22077 -4.51846 4.80368
H -6.12171 -2.99855 4.27237
H -5.70593 -0.94928 2.92772
H -5.15164 3.05515 1.49543
H -4.12459 4.96594 0.25455
H -1.88412 4.64327 -0.82594
H -0.78694 2.41988 -0.60667
N 0.39539 -2.88634 -0.96068
N 0.17581 -4.20967 -1.30495
C -1.06116 -4.75291 -1.20393
N -1.10374 -6.03891 -1.66679
S -2.41518 -3.98342 -0.62016
H 0.39534 -2.27368 -1.76616
H 1.24602 -2.79005 -0.42617
H 0.85705 -4.68566 -1.86763
H -0.26018 -6.58830 -1.72796
H -1.95986 -6.52460 -1.47581
C 0.43920 4.10164 -3.96148
C -0.39137 2.81262 -4.10176
Ge 0.38930 1.26667 -3.20821
C 1.70506 0.17118 -4.14879
C 2.81557 1.04818 -4.75958
C 1.53677 1.90497 -1.75904
C 1.87148 1.70774 -0.47085
Ge 0.90776 0.50915 0.82293
C 0.38187 1.41236 2.55436
C 1.27528 2.04047 3.64161
C 2.39512 -0.78648 1.18857
C 3.39283 -0.45141 2.30531
C 3.17016 2.31299 -0.03207
C 3.25450 3.15318 1.07641
C 4.45762 3.73406 1.45346
C 5.61730 3.47179 0.73547
C 5.55623 2.62712 -0.36570
C 4.34734 2.05517 -0.74413
H -0.09516 4.96091 -4.37715
H 1.39752 4.02405 -4.48547
H 0.66056 4.32405 -2.91248
H -0.55678 2.54657 -5.14632
H -1.37650 2.94264 -3.64137
H 1.19029 -0.38765 -4.92285
H 2.12710 -0.53009 -3.42318
H 2.39908 1.79212 -5.44668
H 3.52282 0.43781 -5.32939
H 3.38848 1.58459 -3.99670
H 2.25185 2.54358 -2.30197
H -0.16224 0.56824 2.99898
H -0.40111 2.12228 2.26807
H 2.25464 1.56735 3.72238
H 0.79063 1.95973 4.61915
H 1.44134 3.10501 3.47280
H 2.92819 -0.90766 0.23700
H 1.92321 -1.75019 1.41990
H 3.87305 0.51868 2.14723
H 4.18235 -1.20768 2.36596
H 2.89239 -0.43048 3.27457
H 2.35293 3.36183 1.62885
H 4.48858 4.39315 2.31532
H 6.56034 3.91324 1.03411
H 6.45389 2.41110 -0.93241
H 4.30914 1.37952 -1.59069
O -3.85874 -1.12017 -6.07973
C -3.51986 -0.36638 -5.20522
C -4.40173 0.31034 -4.16162
O -5.49488 0.77986 -4.33302
C -3.53994 0.41058 -2.91542
C -2.19036 0.24747 -3.37670
O -1.09941 0.38213 -2.57267
C -2.11801 0.00807 -4.78556
O -1.11247 0.08486 -5.50099
O -3.96847 0.63353 -1.78647
*
```

Summary:
HOMO energy = -4.29 eV
energy relative to the best compared isomer or geometry (same formula, charge and spin) = 3.97 kJ/mol
HOMO-LUMO gap = 5.7129 eV
LUMO level = 1.43 eV

Mulliken atomic charge list, values in e, 5 entries: atom 1 (Sn): -0.516, atom 2 (C): -0.529, atom 3 (C): -0.484, atom 4 (C): 0.122, atom 5 (C): -1.298

Calculated E (eV), listed in the same order as above: -145436.621 -7325.407 -98808.414 -123926.867 -191523.917